124
Properties=species:S:1:pos:R:3:forces:R:3 method="wB97M-V/def2-TZVPD" e_tot_ev=-77505.554 lumo_energy_ev=0.159
C 2.809 0.448 0.041 -0.0045 0.0924 0.2957
C 1.481 1.386 0.171 1.0269 0.6698 -0.6829
C 0.166 0.752 -0.505 0.9153 -0.9060 0.8075
Cl -0.511 1.907 -1.813 0.2342 -1.2511 1.0449
C -1.033 0.420 0.526 -0.8765 -0.7032 0.7746
C -1.884 1.733 0.914 -0.0068 0.3241 1.0956
C -0.496 -0.196 1.937 4.1148 0.3073 2.3321
N 0.201 -0.448 2.902 -4.2784 1.1412 -5.1747
C -2.015 -0.745 -0.080 1.1425 -0.8482 1.0308
C -1.156 -2.124 0.002 2.4940 -2.6273 0.1596
N -0.408 -3.077 0.116 -4.4710 5.4950 -0.7399
H 3.316 0.392 1.082 -0.7208 0.0987 -1.8637
H 3.530 0.887 -0.744 -1.1319 -0.7796 1.3525
H 2.584 -0.627 -0.287 0.1399 1.5356 0.4957
H 1.744 2.365 -0.399 -0.6965 -1.6659 1.0086
H 1.368 1.683 1.271 -0.3550 -0.5844 -1.6144
H 0.478 -0.206 -1.082 -0.6477 1.6837 0.9078
H -1.290 2.718 0.774 -0.9491 -1.9070 0.1595
H -2.122 1.652 2.049 0.2708 0.1983 -1.9794
H -2.890 1.814 0.370 1.6163 -0.3421 0.5802
H -2.336 -0.512 -1.156 0.4534 -0.5665 1.7407
H -2.919 -0.873 0.640 1.4804 0.2362 -1.4800
C 1.976 -3.706 -2.764 -0.0503 -0.0431 0.2969
O 1.545 -2.436 -2.303 -0.1403 0.3123 0.1400
H 2.199 -3.639 -3.831 -0.0768 0.0898 0.0807
H 2.878 -4.006 -2.225 -0.0095 -0.2189 -0.1064
H 1.184 -4.443 -2.606 0.0995 -0.1606 -0.0912
H 1.355 -2.525 -1.358 -0.0374 -0.0413 -0.2730
C -4.116 -3.051 -2.151 0.2039 -0.0582 -0.2725
O -4.098 -1.642 -2.325 0.1452 0.4242 0.0943
H -4.526 -3.280 -1.167 0.0544 0.0969 -0.0846
H -4.743 -3.506 -2.919 0.0523 -0.1526 0.1632
H -3.097 -3.442 -2.218 -0.0513 -0.2107 0.0714
H -3.731 -1.469 -3.204 -0.3797 -0.1116 0.0836
C -0.392 5.868 1.646 -0.1367 0.1196 0.1287
O -1.275 4.765 1.499 -0.2424 -0.0195 0.0604
H 0.560 5.621 1.176 -0.1608 -0.0629 0.0164
H -0.819 6.748 1.158 0.2001 0.1083 0.0221
H -0.231 6.071 2.707 0.1640 0.1414 -0.0530
H -2.109 5.010 1.924 0.2189 -0.1627 -0.1389
C 0.902 -0.525 6.498 0.0597 -0.1338 -0.2880
O 1.670 -1.342 5.629 0.0231 -0.2179 -0.0833
H 1.467 -0.353 7.414 -0.0572 -0.0485 -0.1399
H 0.696 0.433 6.014 -0.1299 0.1031 0.1926
H -0.037 -1.030 6.742 -0.0880 0.1996 0.1852
H 1.146 -1.478 4.828 0.1977 0.1412 0.0478
C -5.586 -3.485 -5.658 -0.0396 0.1840 -0.1771
O -5.115 -2.284 -5.067 -0.0018 0.3212 -0.0017
H -5.275 -4.328 -5.040 -0.0152 0.1378 -0.0167
H -6.677 -3.463 -5.717 0.0023 -0.2261 -0.0595
H -5.161 -3.594 -6.659 -0.0941 -0.1999 -0.0163
H -5.404 -1.554 -5.634 0.2381 -0.0992 0.1058
C 2.252 -5.015 0.749 0.1329 -0.0782 0.0291
O 3.554 -4.629 0.331 0.3464 -0.0489 -0.0744
H 1.532 -4.287 0.373 0.2190 -0.1687 0.1067
H 2.014 -6.002 0.344 -0.2233 -0.0129 0.0817
H 2.209 -5.037 1.841 -0.2431 -0.0326 -0.0071
H 4.172 -5.288 0.675 -0.1019 0.2797 -0.1384
C 0.136 -0.632 -5.457 0.0105 0.0495 0.2760
O -0.297 0.643 -5.006 -0.1873 0.1069 0.0661
H 0.359 -0.572 -6.523 -0.0777 0.0922 0.0889
H 1.038 -0.927 -4.914 0.0033 -0.2059 -0.0827
H -0.656 -1.368 -5.294 0.1296 -0.2015 -0.1168
H -0.487 0.562 -4.062 0.1421 0.1582 -0.2002
C -6.035 1.347 2.009 -0.1157 -0.0366 -0.1810
O -5.264 0.533 1.139 0.0868 -0.1565 -0.2561
H -5.470 1.517 2.926 0.0069 -0.0801 -0.1410
H -6.242 2.307 1.529 -0.1024 0.0849 0.1939
H -6.973 0.841 2.251 -0.0499 0.1739 0.1596
H -5.786 0.399 0.336 0.2588 -0.0342 0.1729
C 4.671 -1.698 -2.543 0.1556 0.1820 -0.2357
O 4.684 -0.289 -2.712 0.1119 0.1870 -0.1287
H 4.263 -1.933 -1.559 0.0211 0.0668 -0.1184
H 4.043 -2.154 -3.312 0.0390 -0.1754 0.1210
H 5.690 -2.087 -2.614 -0.0340 -0.2162 0.0654
H 5.049 -0.111 -3.591 -0.2019 0.0810 0.1760
C 4.362 0.133 4.944 0.3067 -0.2286 -0.0360
O 5.661 0.522 4.524 0.1823 0.0380 -0.1014
H 3.638 0.855 4.565 0.1027 -0.0833 -0.0160
H 4.127 -0.856 4.545 -0.2856 0.0644 0.1553
H 4.319 0.116 6.036 -0.2779 -0.0822 0.0035
H 6.282 -0.133 4.872 0.0080 0.3655 -0.0488
C 9.407 0.209 6.716 0.0341 0.1661 -0.1842
O 8.360 0.456 5.791 -0.0205 0.0394 -0.1248
H 9.120 -0.624 7.359 -0.0466 0.0930 -0.1194
H 10.322 -0.049 6.177 0.1230 -0.0533 0.2111
H 9.573 1.098 7.330 0.1525 -0.1162 0.1372
H 8.638 1.197 5.235 -0.2746 -0.2166 0.0850
C -1.329 1.888 8.606 0.2048 0.1880 0.0007
O 0.021 1.485 8.771 0.1928 0.0643 0.0783
H -1.959 0.998 8.561 0.1557 0.0387 0.0191
H -1.636 2.505 9.454 -0.2403 0.0125 -0.0763
H -1.434 2.453 7.676 -0.2353 0.0180 0.0194
H 0.556 2.290 8.807 -0.0816 -0.2863 -0.0415
C 4.385 -1.100 -6.818 -0.0854 0.2050 -0.1272
O 4.853 0.101 -6.223 0.0745 0.1845 0.0710
H 4.701 -1.944 -6.204 0.0088 0.1504 -0.0082
H 3.293 -1.082 -6.874 -0.0107 -0.2226 -0.0670
H 4.808 -1.203 -7.821 -0.0883 -0.2219 -0.0198
H 4.560 0.831 -6.785 0.1141 -0.1309 0.2854
C -7.649 -3.626 -0.292 0.1160 0.2168 -0.1473
O -7.195 -3.596 -1.636 -0.0180 0.1148 -0.1462
H -8.069 -4.610 -0.084 0.0686 0.0922 -0.1061
H -6.810 -3.441 0.384 -0.1239 -0.0361 0.2185
H -8.420 -2.865 -0.147 -0.0537 -0.0742 0.2433
H -6.828 -2.715 -1.794 -0.0394 -0.2844 -0.1036
C -4.648 1.555 -7.048 -0.0974 0.1190 0.1274
O -5.536 0.456 -7.197 -0.3265 -0.3331 0.1775
H -3.697 1.306 -7.519 -0.1568 -0.0633 0.0545
H -5.071 2.438 -7.534 0.1772 0.0965 0.0356
H -4.485 1.755 -5.987 0.1770 0.1591 -0.0636
H -6.369 0.703 -6.773 0.1937 -0.0862 -0.2099
C -1.279 5.262 -3.969 0.0693 -0.3060 0.1063
O -0.172 4.570 -3.417 -0.0190 -0.0469 0.0110
H -0.968 6.274 -4.231 0.0411 -0.1231 0.0556
H -1.625 4.746 -4.869 -0.1701 0.1691 -0.0670
H -2.087 5.312 -3.233 -0.1592 0.1479 -0.1287
H -0.475 3.678 -3.194 0.3154 0.4414 -0.1586
C 2.360 3.575 4.974 0.2327 0.0752 0.0980
O 1.943 4.658 5.792 -0.0374 0.2604 0.2064
H 1.478 3.080 4.567 0.0332 0.1089 0.0970
H 2.975 3.951 4.153 0.0213 -0.2361 -0.1041
H 2.932 2.861 5.572 0.0043 -0.1406 -0.2075
H 2.742 5.078 6.139 -0.2865 -0.0843 -0.0782